No. 1
This record from OMol25 describes an isolated molecule of C7H14Si. The level of theory is ωB97M-V/def2-TZVPD.

Geometry as ORCA input:
```
! wB97M-V def2-TZVPD RIJCOSX def2/J DEFGRID3
* xyz 0 3
C 2.125 0.542 1.317
C -2.466 -0.692 -1.582
C -1.445 -0.375 -2.621
C 1.071 -0.107 2.204
C 1.731 0.286 -0.137
C -1.008 -0.800 -1.245
C -0.294 0.413 1.756
Si -0.165 0.500 -0.155
H 2.132 1.617 1.505
H 3.122 0.154 1.539
H -3.027 0.125 -1.154
H -3.039 -1.602 -1.686
H -1.312 -1.065 -3.441
H -1.308 0.657 -2.902
H 1.110 -1.190 2.065
H 1.251 0.101 3.261
H 2.264 0.955 -0.808
H 2.011 -0.731 -0.415
H -0.617 -1.810 -1.181
H -1.095 -0.223 2.132
H -0.464 1.408 2.166
H -0.578 1.838 -0.617
*
```

Computed properties:
Energy relative to the best compared isomer or geometry (same formula, charge and spin) in kJ/mol: 198.8
E_HOMO (alpha / beta) in eV: -2.5 / -10.2
LUMO (alpha / beta) in hartree: 0.03097 / -0.17686
Electronic energy in Ha: -564.32218

No. 2
This record from OMol25 describes C20H53CdN4O8 as an isolated structure. The level of theory is ωB97M-V/def2-TZVPD.

Geometry as ORCA input:
```
! wB97M-V def2-TZVPD RIJCOSX def2/J DEFGRID3
* xyz 1 1
Cd -9.120 22.311 -27.491
O -8.745 22.362 -25.520
H -9.131 22.021 -24.707
C -5.220 24.231 -25.297
C -6.277 25.163 -24.743
C -5.846 26.619 -24.807
O -4.651 26.911 -24.105
C -4.650 26.586 -22.734
N -7.542 25.046 -25.485
H -4.867 24.613 -26.261
H -5.613 23.222 -25.434
H -4.368 24.235 -24.620
H -6.465 24.912 -23.691
H -6.647 27.299 -24.486
H -5.576 26.867 -25.838
H -5.388 27.170 -22.174
H -3.670 26.846 -22.332
H -4.745 25.508 -22.568
H -7.922 24.097 -25.380
H -8.297 25.590 -25.077
C -12.248 20.588 -25.499
C -12.364 21.626 -26.595
C -12.400 23.021 -26.018
O -12.458 23.982 -27.028
C -12.333 25.292 -26.501
N -11.254 21.514 -27.583
H -12.053 19.608 -25.946
H -13.155 20.494 -24.911
H -11.391 20.807 -24.859
H -13.293 21.500 -27.161
H -11.520 23.174 -25.366
H -13.252 23.084 -25.323
H -11.322 25.442 -26.100
H -13.016 25.455 -25.661
H -12.545 26.009 -27.286
H -11.566 21.968 -28.440
H -11.095 20.546 -27.855
C -6.322 16.986 -19.956
C -6.768 18.334 -20.500
C -6.679 18.370 -21.997
O -7.153 19.639 -22.426
C -6.937 19.881 -23.791
N -8.175 18.559 -20.020
H -5.269 16.799 -20.207
H -6.844 16.131 -20.389
H -6.370 16.977 -18.869
H -6.184 19.101 -19.995
H -7.270 17.565 -22.453
H -5.625 18.244 -22.285
H -5.861 19.857 -24.026
H -7.277 20.895 -23.983
H -7.425 19.130 -24.425
H -8.650 17.654 -19.998
H -8.665 18.961 -20.823
C -6.095 25.016 -29.356
C -6.736 23.656 -29.333
C -5.763 22.549 -29.721
O -4.723 22.487 -28.766
C -4.513 21.233 -28.137
N -7.253 23.364 -27.941
H -5.142 24.997 -28.825
H -6.730 25.844 -29.046
H -5.823 25.268 -30.389
H -7.503 23.544 -30.107
H -5.431 22.712 -30.747
H -6.291 21.584 -29.689
H -3.943 20.558 -28.784
H -5.455 20.710 -27.923
H -3.943 21.444 -27.237
H -6.458 22.812 -27.604
H -7.226 24.230 -27.375
C -10.312 21.647 -21.962
C -10.966 22.909 -22.457
O -11.073 23.813 -21.365
C -11.614 24.995 -21.680
O -12.208 25.223 -22.707
O -11.375 25.833 -20.686
C -11.867 27.164 -20.819
H -9.311 21.861 -21.583
H -10.220 20.921 -22.774
H -10.854 21.173 -21.145
H -11.943 22.675 -22.888
H -10.360 23.372 -23.244
H -12.592 27.379 -20.037
H -12.344 27.308 -21.785
H -11.024 27.845 -20.720
*
```

Computed properties:
E_HOMO in eV: -11.2
LUMO in hartree: -0.14472
Electronic energy in Ha: -1782.22501

No. 3
This record from OMol25 describes an isolated molecule of C4H3NO. The level of theory is ωB97M-V/def2-TZVPD.

Geometry as ORCA input:
```
! wB97M-V def2-TZVPD RIJCOSX def2/J DEFGRID3
* xyz 0 3
C -0.291 -0.820 -0.035
C 1.036 -0.969 0.002
C -0.707 0.561 -0.034
C 1.212 1.324 -0.013
N -1.824 1.095 0.022
O 1.801 0.200 0.025
H -0.996 -1.632 -0.069
H 1.626 -1.869 0.041
H -1.856 2.110 0.061
*
```

Computed properties:
Energy relative to the best compared isomer or geometry (same formula, charge and spin) in kJ/mol: 165.6
E_HOMO (alpha / beta) in eV: -6.9 / -10.1
LUMO (alpha / beta) in hartree: 0.03431 / -0.05734
Electronic energy in Ha: -283.99029